This record from OMol25 describes C47H43F4N10O3PS2SiY as an isolated structure. The level of theory is the ωB97M-V functional and the def2-TZVPD basis.

XYZ file:
```
112
Properties=species:S:1:pos:R:3:forces:R:3:lowdin_charge:R:1
Y -0.133 0.110 -0.356 -0.1 2.2 0.6 1.33
N 0.316 -0.698 4.138 0.1 0.0 0.0 0.15
C 0.511 -0.454 2.850 -0.1 -0.1 0.0 -0.20
N -0.385 -0.658 1.922 -0.1 -0.3 0.0 -0.04
C -1.676 -1.013 2.291 0.0 0.0 0.0 -0.30
N -2.640 -1.149 1.434 -0.1 -0.1 0.0 0.09
N -2.280 -0.810 0.152 -0.2 -0.5 0.2 -0.08
C -3.091 -1.148 -0.774 0.1 -0.1 -0.1 -0.04
C -2.755 -0.833 -2.172 0.0 0.0 0.1 -0.25
C -3.557 -1.281 -3.210 0.0 0.1 0.0 0.01
C -3.169 -1.015 -4.516 0.0 0.0 0.0 -0.03
C -1.995 -0.316 -4.740 0.0 0.0 0.0 -0.02
C -1.254 0.104 -3.645 0.0 0.1 0.0 -0.11
N -1.623 -0.139 -2.390 0.0 -0.1 0.1 0.00
C -1.964 -1.246 3.702 0.0 0.0 0.0 -0.08
C -3.237 -1.593 4.166 0.0 0.0 0.0 0.00
C -3.452 -1.780 5.513 0.0 0.0 0.0 -0.05
C -2.402 -1.623 6.422 0.0 0.0 0.0 -0.04
C -1.141 -1.277 5.986 0.0 0.0 0.0 -0.01
C -0.933 -1.089 4.624 0.0 0.0 0.0 -0.18
H 1.057 -0.498 4.795 0.0 0.0 0.0 0.17
H 1.477 -0.058 2.562 0.0 0.0 0.0 0.12
H -3.991 -1.717 -0.553 -0.1 0.1 0.1 0.14
H -4.466 -1.824 -2.994 0.0 0.0 0.0 0.12
H -3.779 -1.347 -5.345 0.0 0.0 0.0 0.12
H -1.657 -0.085 -5.740 0.0 0.0 0.0 0.12
H -0.341 0.677 -3.775 0.0 0.0 0.0 0.13
H -4.035 -1.702 3.447 0.0 0.0 0.0 0.12
H -4.436 -2.044 5.870 0.0 0.0 0.0 0.11
H -2.579 -1.769 7.478 0.0 0.0 0.0 0.12
H -0.327 -1.143 6.685 0.0 0.0 0.0 0.12
C 4.409 -0.484 1.503 0.0 0.0 -0.1 -0.16
Si 3.162 -1.105 0.247 0.0 0.0 0.0 0.39
C 3.989 -2.019 -1.180 0.0 0.0 0.0 -0.15
C 2.208 -2.467 1.164 -0.1 0.1 0.0 -0.18
N 2.099 0.160 -0.326 0.3 -0.1 -0.1 -0.20
C 2.636 1.128 -1.196 0.0 -0.1 0.1 -0.29
C 4.006 1.240 -1.491 0.0 0.0 0.0 -0.05
C 4.501 2.106 -2.448 0.0 0.0 0.0 -0.07
C 3.639 2.907 -3.178 0.0 0.0 0.0 -0.08
C 2.286 2.871 -2.883 0.0 0.0 0.0 -0.03
C 1.816 2.043 -1.880 0.0 0.0 -0.1 -0.20
O 0.436 2.036 -1.548 0.2 0.0 -0.2 -0.19
C -0.279 3.255 -1.719 -0.1 0.0 0.1 -0.28
C -1.568 3.181 -2.214 0.0 0.0 0.0 -0.02
C -2.285 4.354 -2.404 0.0 0.0 0.0 -0.06
C -1.706 5.579 -2.116 0.0 0.0 0.0 -0.07
C -0.427 5.623 -1.586 0.0 0.0 0.0 -0.11
C 0.292 4.459 -1.363 0.0 0.0 0.0 -0.06
H 4.913 -1.323 1.986 0.0 0.0 0.0 0.04
H 3.899 0.091 2.281 0.0 0.0 0.0 0.03
H 5.176 0.167 1.087 0.0 0.0 0.0 0.03
H 4.415 -2.959 -0.824 0.0 0.0 0.0 0.03
H 4.779 -1.464 -1.679 0.0 0.0 0.0 0.03
H 3.238 -2.253 -1.939 0.0 0.0 0.0 0.01
H 2.696 -3.417 0.935 0.0 0.0 0.0 0.04
H 1.154 -2.584 0.918 0.0 0.0 0.0 -0.01
H 2.273 -2.352 2.247 0.0 0.0 0.0 0.02
H 4.706 0.622 -0.952 0.0 0.0 0.0 0.07
H 5.567 2.145 -2.628 0.0 0.0 0.0 0.11
H 4.006 3.568 -3.949 0.0 0.0 0.0 0.11
H 1.598 3.508 -3.420 0.0 0.0 0.0 0.13
H -2.021 2.228 -2.431 0.0 0.0 0.0 0.09
H -3.298 4.302 -2.779 0.0 0.0 0.0 0.11
H -2.262 6.494 -2.268 0.0 0.0 0.0 0.11
H 0.011 6.568 -1.298 0.0 0.0 0.0 0.11
H 1.268 4.496 -0.903 0.0 0.0 0.0 0.13
F 1.444 -2.648 -4.071 0.0 -0.2 0.0 0.13
C 1.744 -3.941 -4.209 0.0 0.1 -0.1 -0.13
C 2.341 -4.355 -5.338 -0.1 0.2 0.1 -0.12
F 2.620 -3.467 -6.275 0.0 -0.1 0.1 0.16
C 2.682 -5.751 -5.569 0.1 0.0 -0.1 0.00
C 2.335 -6.648 -4.479 -0.1 -0.1 0.2 -0.12
C 1.734 -6.224 -3.352 0.1 -0.1 -0.1 -0.13
F 1.450 -7.101 -2.400 0.0 0.1 -0.1 0.15
C 1.395 -4.836 -3.130 -0.1 0.1 0.1 0.00
C 0.789 -4.403 -1.983 0.1 0.0 -0.1 -0.10
C 0.495 -3.029 -1.723 -0.1 0.4 0.0 -0.08
N 0.228 -1.956 -1.408 0.2 -1.3 -0.3 0.17
C 0.408 -5.241 -0.885 0.0 0.1 -0.1 -0.17
N 0.060 -5.819 0.043 0.0 -0.1 0.1 0.23
F 2.623 -7.930 -4.600 0.0 0.1 0.0 0.16
C 3.268 -6.183 -6.718 0.0 0.1 0.1 -0.10
C 3.599 -7.554 -6.974 0.0 0.0 0.0 -0.15
N 3.876 -8.631 -7.256 0.0 -0.1 0.0 0.24
C 3.614 -5.314 -7.805 0.0 0.0 0.0 -0.15
N 3.910 -4.680 -8.715 0.0 0.0 -0.1 0.24
C -4.700 4.226 3.827 0.0 0.0 0.0 -0.04
C -4.251 3.404 2.633 0.0 0.0 0.0 -0.43
C -4.000 1.950 2.988 0.0 0.0 0.0 -0.08
O -3.136 4.054 1.986 0.1 0.1 -0.1 -0.32
P -1.573 3.989 2.282 -0.2 0.2 -0.1 -0.13
S -0.701 5.592 1.654 0.0 -0.1 0.1 0.33
S -0.898 2.185 1.607 0.3 -0.4 -0.2 0.34
O -1.615 3.861 3.881 -0.1 -0.1 0.0 -0.33
C -0.561 3.628 4.832 0.0 0.0 0.1 -0.44
C 0.827 3.958 4.324 0.0 0.0 0.0 -0.09
C -0.679 2.184 5.296 0.0 0.1 -0.2 -0.06
H -5.661 3.852 4.186 0.0 0.0 0.0 0.08
H -4.819 5.271 3.544 0.0 0.0 0.0 0.09
H -3.973 4.165 4.634 0.0 0.0 0.0 0.07
H -5.026 3.449 1.864 0.0 0.0 0.0 0.14
H -3.231 1.864 3.756 0.0 0.0 0.0 0.06
H -3.685 1.374 2.119 0.0 0.0 0.0 0.04
H -4.927 1.525 3.378 0.0 0.0 0.0 0.09
H -0.811 4.301 5.658 0.1 0.0 0.0 0.15
H 1.087 3.336 3.464 0.0 0.0 0.0 0.05
H 1.543 3.767 5.125 0.0 0.0 0.0 0.08
H 0.902 4.999 4.020 0.0 0.0 0.0 0.05
H -0.571 1.538 4.422 0.0 0.2 0.1 0.03
H -1.650 1.999 5.754 0.0 0.0 0.0 0.09
H 0.102 1.955 6.023 0.0 0.0 0.1 0.08
```
Positions in Å, forces in eV/Å.

Output
Energy relative to the best compared isomer or geometry (same formula, charge and spin) (kcal/mol): 56.4
Gap between HOMO and LUMO (spin up / spin down) (eV): 3.09 / 3.09
Net charge: +1
Highest occupied orbital energy (spin up / spin down) (eV): -9.095 / -9.095
2S+1: 1

This record from OMol25 describes C47H43InN8O5 as an isolated structure. The level of theory is the ωB97M-V functional and the def2-TZVPD basis.

XYZ file:
```
104
Properties=species:S:1:pos:R:3:forces:R:3:lowdin_charge:R:1
In -0.448 1.296 -0.087 -0.1 -0.1 0.1 0.97
C 2.257 4.486 -0.871 0.2 0.2 0.5 -0.03
C 3.091 3.509 -0.088 -0.3 0.0 -0.5 -0.19
C 4.431 3.445 -0.406 0.6 0.2 0.1 -0.05
C 5.305 2.676 0.337 0.1 0.0 -0.2 -0.09
C 4.810 1.965 1.400 -0.2 -0.2 0.0 -0.08
C 3.462 1.968 1.722 0.1 0.0 0.6 -0.21
C 3.088 1.290 3.035 -1.5 0.6 -0.7 -0.04
C 2.573 2.697 0.924 0.2 0.2 0.2 -0.21
N 1.181 2.625 1.160 -1.2 0.1 0.4 0.04
C 0.600 3.682 1.784 0.4 -1.3 -0.2 -0.50
O 1.123 4.723 2.148 0.1 0.5 0.2 0.06
C -0.852 3.415 2.166 0.1 0.8 0.2 -0.16
C -1.540 4.188 3.096 -0.3 -1.0 -0.4 0.03
C -2.833 3.789 3.430 0.3 0.6 0.5 -0.02
C -3.384 2.640 2.901 0.2 0.0 -0.1 0.02
C -2.616 1.926 2.000 -1.1 0.1 -0.2 -0.16
N -1.436 2.367 1.620 0.5 -0.5 -0.4 0.08
C -3.104 0.610 1.421 0.4 -0.6 -0.1 -0.50
O -4.219 0.194 1.714 -0.4 0.2 0.1 0.05
N -2.152 0.004 0.709 0.7 -0.3 -0.4 0.07
C -2.168 -1.412 0.366 -0.7 0.5 0.5 -0.20
C -2.890 -2.261 1.386 -0.1 -0.6 -0.2 -0.20
C -2.559 -2.111 2.832 0.2 0.7 0.5 -0.02
C -3.705 -3.256 1.005 0.3 0.2 0.3 -0.04
C -4.036 -3.542 -0.377 0.6 0.4 -0.6 -0.07
C -3.451 -2.889 -1.391 -0.5 0.3 0.5 -0.02
C -2.479 -1.774 -1.118 0.1 -0.2 -0.5 -0.24
C -0.527 -1.415 -2.371 0.2 0.9 -0.1 -0.14
H 2.367 4.302 -1.927 0.0 0.0 -0.5 0.08
H 2.610 5.506 -0.653 -0.2 -0.3 -0.1 0.10
H 1.209 4.431 -0.620 0.0 0.0 0.1 0.03
H 4.821 4.058 -1.211 -0.1 0.0 -0.1 0.11
H 6.363 2.651 0.122 0.1 0.0 -0.1 0.10
H 5.478 1.367 1.985 0.3 -0.2 0.4 0.10
H 3.432 0.274 3.077 0.2 -0.7 0.0 0.05
H 1.993 1.322 3.201 0.4 -0.2 -0.2 0.08
H 3.490 1.812 3.885 0.5 0.3 0.3 0.08
H -1.056 5.013 3.555 0.3 0.6 0.2 0.11
H -3.374 4.371 4.171 -0.1 -0.1 -0.2 0.11
H -4.370 2.297 3.150 -0.2 -0.2 0.1 0.12
H -1.507 -1.847 2.996 -0.1 -0.1 -0.1 0.08
H -2.763 -3.044 3.345 0.0 -0.1 0.2 0.08
H -3.145 -1.314 3.321 0.1 -0.3 -0.3 0.09
H -4.105 -3.927 1.761 -0.1 0.2 0.0 0.12
H -4.732 -4.331 -0.574 -0.3 -0.3 -0.1 0.10
H -3.703 -3.099 -2.430 0.1 0.0 0.1 0.11
H -0.735 -1.884 -3.347 0.2 0.1 0.2 0.14
H 0.533 -1.243 -2.207 0.2 0.0 -0.3 0.12
H -1.162 0.507 -3.003 0.3 0.2 -0.3 0.11
N 1.174 -1.852 2.212 0.1 0.3 -0.6 0.14
C 1.041 -0.830 1.338 -0.1 -0.5 -0.2 -0.14
N 0.268 -0.825 0.296 1.1 0.4 0.3 0.10
C -0.648 -1.914 0.063 -0.9 0.2 0.7 -0.27
N -1.054 -2.231 -1.326 -0.5 0.4 -0.1 0.04
N -1.260 -0.126 -2.229 -0.7 -0.6 0.2 0.00
C -2.649 -0.554 -2.088 -0.3 -0.2 1.2 -0.18
C -3.630 0.542 -1.627 -0.8 -0.1 -0.7 -0.19
C -5.026 0.274 -1.528 1.3 0.4 -0.1 0.01
C -5.875 1.354 -1.396 -1.2 0.5 0.3 -0.06
C -5.371 2.645 -1.324 0.7 0.0 0.1 -0.05
C -3.995 2.785 -1.343 -0.7 0.2 -0.1 -0.14
N -3.160 1.788 -1.543 0.8 -1.0 0.2 0.12
C -0.220 -3.173 0.765 0.6 0.2 0.4 -0.06
C -0.728 -4.396 0.371 0.3 -0.2 0.6 0.00
C -0.389 -5.553 1.072 0.2 0.5 0.2 -0.06
C 0.501 -5.469 2.137 0.3 0.4 0.4 -0.07
C 1.047 -4.240 2.540 -0.1 -0.8 -0.7 -0.02
C 0.687 -3.112 1.842 -0.8 0.1 -0.3 -0.20
H 1.928 -1.776 2.878 -0.1 -0.1 0.0 0.15
H 1.663 0.020 1.578 -0.1 0.3 -0.3 0.09
H -3.078 -0.944 -3.019 0.2 -0.1 -0.2 0.15
H -5.404 -0.734 -1.598 0.0 -0.1 0.1 0.11
H -6.973 1.261 -1.305 0.7 -0.4 -0.2 0.12
H -5.956 3.554 -1.260 -0.3 -0.3 0.1 0.11
H -3.549 3.754 -1.238 0.0 0.3 0.1 0.08
H -1.407 -4.391 -0.459 -0.2 -0.3 -0.2 0.10
H -0.823 -6.497 0.802 0.0 -0.2 -0.1 0.10
H 0.796 -6.348 2.691 -0.1 -0.2 -0.1 0.10
H 1.819 -4.164 3.292 -0.1 -0.2 0.3 0.11
C -1.075 4.291 -1.626 0.5 0.6 -0.2 -0.10
O -0.202 3.481 -2.423 -0.6 0.2 0.5 -0.10
C 0.222 2.268 -1.933 -1.2 1.2 0.7 -0.52
O 0.946 1.643 -2.629 1.3 -1.0 -1.1 0.04
H -0.575 5.270 -1.439 -0.3 -0.7 -0.1 0.11
H -1.315 3.833 -0.658 0.1 0.0 -0.2 0.05
H -2.006 4.489 -2.174 0.4 -0.2 0.0 0.08
C 4.212 -1.831 0.496 0.6 0.3 0.6 0.00
C 3.732 -1.088 -0.716 -0.7 0.0 -0.1 -0.39
O 3.267 0.020 -0.633 -0.1 0.5 0.3 0.10
C 3.714 -1.771 -2.031 0.6 -0.2 -0.4 -0.15
C 4.197 -3.064 -2.182 -0.3 -0.1 0.1 -0.03
C 4.165 -3.670 -3.430 0.7 -0.2 0.5 -0.09
C 3.709 -2.984 -4.527 -0.5 0.1 -0.5 -0.08
C 3.232 -1.682 -4.387 0.2 -0.1 -0.3 -0.06
C 3.262 -1.070 -3.157 -0.2 -0.4 0.5 -0.01
H 4.156 -1.200 1.399 0.0 -0.1 -0.5 0.07
H 5.249 -2.147 0.367 0.0 0.0 0.0 0.09
H 3.622 -2.721 0.663 -0.2 -0.4 -0.1 0.08
H 4.567 -3.631 -1.332 0.0 0.2 -0.1 0.11
H 4.600 -4.653 -3.512 -0.2 -0.2 -0.2 0.10
H 3.675 -3.475 -5.492 0.1 0.1 0.0 0.10
H 2.872 -1.135 -5.249 0.0 0.0 0.0 0.11
H 2.876 -0.081 -3.030 -0.1 0.6 0.1 0.10
```
Positions in Å, forces in eV/Å.

Output
Gap between HOMO and LUMO (eV): 7.97
Highest occupied orbital energy (eV): -7.695
2S+1: 1

| no. | electronic energy (Eh) |
| --- | --- |
| 1 | -4455.07829 |
| 2 | -2821.24830 |